C3H8N2O2S | the ωB97M-V functional and the def2-TZVPD basis

```
16
Properties=species:S:1:pos:R:3:lowdin_charge:R:1
C -0.193 0.910 -0.848 -0.6410
C -1.302 -0.747 0.761 -0.0173
C 0.888 0.414 -0.096 -0.6607
N -1.474 -1.570 -0.307 0.0109
N 1.481 1.165 0.907 -0.0232
O -0.626 2.155 -0.512 0.0438
O -0.679 0.245 -1.786 -0.0534
S 1.614 -1.222 -0.483 0.7948
H -0.474 -0.873 1.552 0.1050
H -2.003 0.017 0.962 0.0789
H -1.371 -0.916 -1.238 0.0985
H -0.740 -2.288 -0.340 0.0474
H 0.147 2.509 0.104 0.1504
H 1.368 0.713 1.853 0.0965
H 2.568 1.153 0.877 0.1269
H 0.796 -1.666 -1.407 -0.1573
```

Properties
**Relative energy (zero: lowest compared OMol25 entry of this formula, charge and spin)**: 56.3 kcal/mol
**Strongest force on any atom**: 4.022 eV/Å
**LUMO energy (spin up / spin down)**: -0.196 / -0.198 eV
**Orbital gap (spin up / spin down)**: 0.2753 / 0.2751 Ha